Record 1
Formula: C21H43AlN2OPSi2
Source: OMol25
Level of theory: ωB97M-V/def2-TZVPD

Each line ends with the Löwdin charge.
Positions of all 71 atoms, in Å:
Al (-0.040, 0.459, -0.602)  0.121
C (4.096, -1.360, -0.183)  -0.166
Si (3.009, -0.463, -1.419)  0.403
C (3.333, 1.371, -1.208)  -0.165
C (3.454, -0.981, -3.146)  -0.158
N (1.306, -0.646, -1.110)  -0.083
C (0.647, -1.903, -1.254)  -0.268
C (1.310, -3.121, -1.382)  -0.048
C (0.614, -4.317, -1.504)  -0.088
C (-0.769, -4.309, -1.491)  -0.087
C (-1.449, -3.104, -1.355)  -0.049
C (-0.768, -1.895, -1.240)  -0.271
N (-1.410, -0.630, -1.080)  -0.084
Si (-3.128, -0.446, -1.276)  0.404
C (-4.123, -1.360, 0.023)  -0.168
C (-3.448, 1.383, -1.021)  -0.169
C (-3.702, -0.952, -2.969)  -0.158
H (5.074, -1.555, -0.632)  0.042
H (3.689, -2.318, 0.145)  0.028
H (4.262, -0.742, 0.704)  0.025
H (4.404, 1.587, -1.167)  0.048
H (2.890, 1.725, -0.270)  0.014
H (2.909, 1.936, -2.043)  0.025
H (4.487, -0.689, -3.358)  0.040
H (2.805, -0.499, -3.881)  0.039
H (3.378, -2.060, -3.290)  0.033
H (2.394, -3.137, -1.395)  0.082
H (1.155, -5.249, -1.606)  0.105
H (-1.324, -5.233, -1.582)  0.105
H (-2.533, -3.107, -1.345)  0.081
H (-4.247, -0.751, 0.924)  0.030
H (-3.684, -2.315, 0.320)  0.027
H (-5.124, -1.566, -0.367)  0.042
H (-2.965, 1.724, -0.097)  0.021
H (-4.517, 1.591, -0.927)  0.048
H (-3.067, 1.966, -1.863)  0.021
H (-3.646, -2.031, -3.123)  0.033
H (-3.116, -0.471, -3.755)  0.039
H (-4.748, -0.654, -3.092)  0.040
C (0.462, 2.903, 2.719)  -0.126
C (-0.398, 1.661, 2.965)  -0.367
P (0.023, 0.270, 1.857)  0.999
C (1.685, -0.289, 2.349)  -0.373
C (1.819, -0.903, 3.742)  -0.117
C (-1.147, -1.081, 2.256)  -0.352
C (-1.667, -1.153, 3.693)  -0.122
H (0.209, 3.690, 3.428)  0.084
H (0.304, 3.300, 1.713)  0.045
H (1.526, 2.689, 2.834)  0.073
H (-1.454, 1.887, 2.798)  0.091
H (-0.302, 1.322, 3.996)  0.083
H (2.349, 0.574, 2.244)  0.080
H (1.990, -1.000, 1.578)  0.059
H (1.489, -0.221, 4.528)  0.072
H (2.865, -1.141, 3.933)  0.081
H (1.252, -1.830, 3.825)  0.072
H (-0.643, -2.008, 1.965)  0.102
H (-1.978, -0.970, 1.559)  0.041
H (-0.867, -1.243, 4.426)  0.060
H (-2.311, -2.026, 3.797)  0.084
H (-2.264, -0.277, 3.948)  0.071
C (-1.305, 4.137, -1.462)  0.035
C (-0.041, 3.448, -1.107)  -0.335
C (1.231, 4.203, -1.021)  0.031
O (-0.047, 2.227, -0.882)  0.067
H (-1.194, 5.216, -1.459)  0.099
H (-2.107, 3.827, -0.793)  0.095
H (-1.602, 3.809, -2.463)  0.123
H (1.070, 5.276, -1.035)  0.100
H (1.850, 3.922, -1.879)  0.112
H (1.791, 3.906, -0.135)  0.099

Cartesian forces, eV/Å:
0.0 -0.9 0.3
0.1 0.0 0.1
0.0 0.1 0.0
0.0 0.0 0.0
0.1 0.0 -0.1
-0.2 0.0 0.0
0.1 0.0 0.0
0.1 0.1 0.0
0.0 0.0 0.0
0.0 0.0 0.0
-0.1 0.1 0.0
-0.1 0.0 0.0
0.2 0.0 0.0
0.0 0.1 0.1
-0.1 0.0 0.1
0.0 0.0 -0.1
-0.1 0.0 -0.1
0.0 0.0 0.0
0.0 0.0 0.0
0.0 -0.1 0.0
-0.1 0.0 0.0
0.0 0.1 0.0
0.0 0.0 0.1
0.0 0.0 0.0
0.0 0.0 0.0
0.0 0.0 0.0
-0.1 0.0 0.0
0.0 0.0 0.0
0.0 0.0 0.0
0.1 -0.1 0.0
0.0 0.0 0.0
0.0 0.0 0.0
0.0 0.0 0.1
0.0 0.1 0.0
0.0 0.0 0.0
0.0 0.0 0.1
0.0 0.0 0.0
0.0 0.0 0.0
0.0 0.0 0.0
0.0 -0.1 0.0
0.0 0.1 -0.1
-0.1 0.0 0.0
0.0 0.0 0.1
0.0 0.0 0.0
0.0 0.0 0.0
0.0 0.0 0.0
0.0 0.0 0.0
0.0 0.0 0.0
0.0 0.0 0.0
0.0 0.0 0.1
0.0 0.0 0.0
0.0 0.0 0.0
0.0 0.0 0.0
0.0 0.0 0.0
0.0 0.0 0.0
0.0 0.0 0.0
0.0 0.0 0.0
0.0 0.0 0.0
0.0 0.0 0.0
0.0 0.0 0.0
0.0 0.0 0.0
0.0 0.1 0.0
0.0 0.1 0.1
0.0 0.1 0.0
0.0 0.4 -0.2
0.0 0.0 0.0
0.0 0.0 0.0
0.0 0.0 0.0
0.0 0.0 0.0
0.0 0.0 0.0
0.0 0.0 0.0

Summary:
Charge: +1
M, g/mol: 453.7



Record 2
Formula: C33H26BrIrN9O6
Source: OMol25
Level of theory: ωB97M-V/def2-TZVPD

Each line ends with the Löwdin charge.
Positions of all 76 atoms, in Å:
Ir (-0.536, -0.508, -2.431)  1.498
C (2.338, -1.109, -3.606)  -0.004
O (1.582, -0.499, -2.538)  -0.277
C (2.184, -0.364, -1.287)  -0.201
C (3.542, -0.238, -1.103)  -0.044
C (3.992, -0.092, 0.204)  -0.671
Br (5.844, 0.088, 0.512)  0.791
C (3.114, -0.067, 1.266)  -0.061
C (1.738, -0.183, 1.060)  -0.056
C (1.271, -0.342, -0.244)  -0.217
O (-0.054, -0.532, -0.520)  -0.258
C (0.857, -0.125, 2.233)  -0.274
N (1.294, -0.198, 3.460)  0.187
C (0.175, -0.017, 4.252)  -0.240
C (0.067, 0.045, 5.642)  -0.012
C (-1.178, 0.305, 6.177)  -0.084
C (-2.305, 0.496, 5.358)  -0.083
C (-2.220, 0.431, 3.982)  -0.020
C (-0.959, 0.171, 3.452)  -0.203
N (-0.496, 0.079, 2.156)  0.187
H (3.083, -0.403, -3.967)  0.106
H (1.625, -1.345, -4.390)  0.082
H (2.817, -2.016, -3.238)  0.117
H (4.238, -0.252, -1.928)  0.114
H (3.465, 0.043, 2.283)  0.117
H (-0.497, -2.097, -0.162)  0.090
H (0.937, -0.099, 6.269)  0.115
H (-1.296, 0.365, 7.250)  0.104
H (-3.261, 0.703, 5.819)  0.106
H (-3.087, 0.589, 3.355)  0.111
H (-1.021, 0.152, 1.302)  0.118
C (-2.199, 1.866, -0.492)  0.029
C (-1.211, 2.305, -1.510)  -0.281
N (-0.529, 1.538, -2.352)  -0.065
C (0.300, 2.356, -3.094)  -0.080
C (0.114, 3.632, -2.692)  -0.028
N (-0.840, 3.589, -1.699)  0.005
C (-1.289, 4.745, -0.922)  -0.046
N (-1.177, 4.500, 0.480)  -0.077
N (-2.306, 4.473, 1.246)  0.057
N (-2.013, 4.067, 2.413)  0.094
C (-0.660, 3.776, 2.457)  -0.225
C (0.129, 3.281, 3.499)  0.002
C (1.458, 3.062, 3.223)  -0.067
C (2.000, 3.325, 1.947)  -0.066
C (1.237, 3.819, 0.912)  -0.003
C (-0.112, 4.045, 1.205)  -0.182
H (-2.451, 0.823, -0.646)  0.057
H (-3.111, 2.460, -0.552)  0.105
H (-1.794, 1.998, 0.514)  0.070
H (0.954, 1.967, -3.854)  0.116
H (0.559, 4.556, -3.018)  0.133
H (-2.335, 4.970, -1.122)  0.147
H (-0.672, 5.588, -1.233)  0.145
H (-0.300, 3.070, 4.470)  0.123
H (2.105, 2.663, 3.991)  0.113
H (3.052, 3.131, 1.779)  0.110
H (1.665, 4.021, -0.061)  0.107
O (-0.355, -2.813, -4.758)  0.134
C (-0.448, -3.332, -3.682)  -0.367
N (-0.468, -2.576, -2.467)  0.010
C (-0.546, -3.421, -1.458)  -0.299
O (-0.569, -3.089, -0.217)  0.198
C (-0.602, -4.817, -1.913)  -0.083
C (-0.694, -6.005, -1.223)  0.032
C (-0.728, -7.170, -1.989)  -0.033
C (-0.670, -7.125, -3.377)  -0.031
C (-0.574, -5.912, -4.063)  0.029
C (-0.544, -4.768, -3.301)  -0.080
H (-0.739, -6.035, -0.143)  0.131
H (-0.803, -8.129, -1.495)  0.117
H (-0.701, -8.050, -3.935)  0.117
H (-0.531, -5.873, -5.143)  0.131
O (-3.032, -1.830, -1.297)  -0.010
N (-3.374, -1.261, -2.276)  -0.107
O (-2.445, -0.405, -2.771)  -0.325

Cartesian forces, eV/Å:
0.2 -0.2 -0.2
0.0 0.0 0.0
0.0 0.1 -0.1
0.0 0.0 0.0
0.0 0.0 0.0
0.0 0.0 0.0
0.0 0.0 0.0
0.0 0.0 0.0
-0.1 0.0 0.0
0.1 0.0 0.1
-0.2 0.1 0.2
0.0 0.0 0.0
0.0 0.0 0.0
0.0 0.0 0.0
0.0 0.0 0.0
0.0 0.0 0.0
0.0 0.0 0.0
0.0 0.0 0.0
0.0 0.0 0.0
0.1 0.0 0.0
0.0 0.0 0.0
0.0 0.0 0.0
0.0 0.0 0.0
0.0 0.0 0.0
0.0 0.0 0.0
0.0 0.2 0.2
0.0 0.0 0.0
0.0 0.0 0.0
0.0 0.0 0.0
0.0 0.0 0.0
0.0 0.0 0.0
0.0 0.0 0.0
0.0 0.0 0.0
0.0 0.0 0.0
0.0 0.0 0.0
0.0 0.0 0.0
0.0 0.0 0.0
0.0 0.0 0.0
0.0 0.0 0.0
0.0 0.0 0.0
0.0 0.0 0.0
0.0 0.0 0.0
0.0 0.0 0.0
0.0 0.0 0.0
0.0 0.0 0.0
0.0 0.0 0.0
0.0 0.0 0.0
0.0 0.0 0.0
0.0 0.0 0.0
0.0 0.0 0.0
0.0 0.0 0.0
0.0 0.0 0.0
0.0 0.0 0.0
0.0 0.0 0.0
0.0 0.0 0.0
0.0 0.0 0.0
0.0 0.0 0.0
0.0 0.0 0.0
0.0 0.1 0.0
0.0 0.0 0.0
0.0 0.0 0.1
0.0 -0.1 -0.1
0.0 -0.1 -0.2
0.0 0.0 0.0
0.0 0.0 0.0
0.0 0.0 0.0
0.0 0.0 0.0
0.0 0.0 0.0
0.0 0.0 0.0
0.0 0.0 0.0
0.0 0.0 0.0
0.0 0.0 0.0
0.0 0.0 0.0
0.0 0.0 0.0
0.1 0.1 0.0
-0.1 -0.2 0.1

Summary:
Charge: +1
M, g/mol: 916.7



Number 1: HOMO-LUMO gap 0.2115 Eh, E -2173.55669 Ha. Number 2: HOMO-LUMO gap 0.2374 Eh, E -4895.51116 Ha.